This record from OMol25 describes a structure of composition C29H36GeNPdS5SeSi in a non-equilibrium geometry. The level of theory is ωB97M-V/def2-TZVPD.

Values from the calculation:
strongest force on any atom = 1.63 eV/Å
orbital gap (alpha / beta) = 0.207 / 0.202 Eh
E = -219544.7577 eV
HOMO (alpha / beta) = -7.11 / -7.19 eV
<S²> = 0.7628
molecular weight = 845.03 g mol⁻¹
relative energy (zero: lowest compared OMol25 entry of this formula, charge and spin) = 43.8 kcal/mol

```
! RIJCOSX wB97M-V def2-TZVPD def2/J DEFGRID3
* xyz 0 2
Pd 0.82297 -0.20519 0.29855
Se 2.24545 -0.42411 -1.56617
Ge -1.59696 -0.03868 0.00758
S 2.90746 3.86074 0.54107
S -1.10629 3.26016 -0.86106
S 0.74328 1.99803 1.47753
S 4.07464 5.94904 -1.22578
S 1.27177 5.03598 -1.53652
Si 4.34127 -0.22863 -0.58916
N 0.85924 -1.41142 2.22525
C -1.17360 -4.32728 0.00592
C -2.55308 0.44339 -1.66838
C -3.66163 1.24925 -1.60310
C -2.49079 -4.76013 0.01239
C -2.45993 -0.21090 -5.35870
C 5.19598 1.22489 -1.42757
C -0.84262 -1.17222 5.19179
C -1.39197 -1.05604 -5.45794
C 0.72178 -1.13936 3.33508
C -4.00095 1.13684 -3.98165
C 1.27588 3.21103 0.38995
C 5.25236 -1.85292 -0.88988
C 0.52420 3.78777 -0.57913
C 2.83006 5.00210 -0.75649
C -1.91647 -2.02326 0.06069
C -2.13676 -0.05834 -2.93667
C -4.39645 1.58914 -2.75590
C 0.81647 0.70827 4.90266
C -1.56032 4.21709 -2.32802
C -3.23286 -2.47614 0.06428
C -0.89099 -2.96864 0.01619
C 0.58165 -0.80286 4.75048
C -2.67525 0.70674 1.49968
C -3.52054 -3.83253 0.03074
C 4.12321 0.03323 1.26663
C 1.62271 -1.59524 5.55283
C -1.02525 -0.92024 -3.08510
C -2.86830 0.29892 -4.10395
C -0.66603 -1.41514 -4.30616
H -2.55940 1.78729 1.56903
H -5.28800 2.19697 -2.66057
H 5.29805 -2.09235 -1.95300
H 0.10381 1.27138 4.30219
H 4.67443 2.15921 -1.22127
H -0.44273 -1.18436 -2.21395
H -4.55026 -4.16714 0.01609
H -2.71393 -5.81925 -0.01136
H -4.55344 1.40319 -4.87494
H -1.71034 5.26086 -2.06045
H 1.81884 0.97940 4.57200
H -0.79405 4.12618 -3.09475
H 4.76310 -2.68328 -0.38015
H -2.35173 0.26518 2.44157
H -2.49079 3.78001 -2.68065
H 5.07503 0.05412 1.80433
H 3.52133 -0.77909 1.67359
H -3.01899 0.07557 -6.24180
H 5.21287 1.08575 -2.50944
H 3.60296 0.97062 1.45682
H 6.27580 -1.77381 -0.51606
H 0.17899 -2.08618 -4.38992
H 1.49631 -2.66779 5.40533
H -0.36483 -5.04707 -0.01276
H -0.97254 -0.90458 6.24017
H -1.01996 -2.24131 5.07494
H -1.09052 -1.44309 -6.42275
H 1.49710 -1.37343 6.61246
H 0.69751 0.98801 5.94974
H -3.72591 0.46409 1.34004
H 0.14342 -2.65784 -0.03056
H -1.58007 -0.63200 4.59870
H -4.04456 -1.75556 0.07618
H 2.63387 -1.31857 5.25507
H 6.22680 1.32338 -1.07884
H -3.99156 1.64214 -0.64704
*
```